(1)
ORCA calculation (the ωB97M-V functional and the def2-TZVPD basis) on a cluster of 16 separate species, C81H195Cl2N11O23 in total.

Values from the calculation:
Total energy: -6454.288499 Ha
Kohn-Sham gap: 0.3247 Ha

ORCA input file:
```
! wB97M-V def2-TZVPD RIJCOSX def2/J DEFGRID3
* xyz 6 1
C 15.02 9.20 15.13
O 14.68 10.22 16.05
C 13.69 9.80 17.03
C 12.33 9.77 16.39
N 11.92 11.16 15.99
H 11.76 11.76 16.83
H 12.69 11.68 15.54
C 10.68 11.21 15.18
C 10.95 11.23 13.69
O 11.72 10.07 13.25
C 11.55 9.68 11.87
H 14.30 8.90 14.36
H 15.32 8.32 15.75
H 15.94 9.55 14.61
H 13.72 10.50 17.87
H 13.87 8.80 17.34
H 11.50 9.35 17.14
H 12.18 9.22 15.49
H 10.12 12.09 15.53
H 10.10 10.34 15.43
H 11.59 12.07 13.53
H 10.01 11.32 13.14
H 11.87 10.44 11.14
H 10.47 9.50 11.71
H 12.03 8.74 11.88
C 21.39 26.62 11.67
O 20.24 25.93 12.18
C 20.38 24.55 11.90
C 19.07 23.87 12.34
N 18.86 24.16 13.78
H 18.42 23.39 14.33
H 19.71 24.23 14.30
C 18.08 25.43 14.09
C 18.01 25.58 15.57
O 19.27 25.39 16.26
C 19.35 26.26 17.40
H 22.21 26.42 12.33
H 21.16 27.69 11.56
H 21.66 26.23 10.69
H 21.28 24.05 12.38
H 20.49 24.37 10.85
H 19.20 22.81 12.22
H 18.25 24.19 11.75
H 17.10 25.22 13.61
H 18.50 26.33 13.61
H 17.38 24.78 16.00
H 17.60 26.57 15.70
H 18.45 26.18 17.99
H 19.34 27.32 17.02
H 20.31 26.18 17.94
C 19.14 24.93 20.37
O 20.05 24.29 19.40
C 19.76 22.92 19.26
C 21.03 22.14 19.26
N 22.05 22.93 18.60
H 22.14 23.81 19.10
H 22.92 22.39 18.86
C 21.86 23.07 17.12
C 22.40 24.44 16.62
O 23.77 24.40 16.86
C 24.51 25.50 16.41
H 19.30 26.04 20.55
H 19.26 24.36 21.36
H 18.21 24.89 19.88
H 19.19 22.86 18.29
H 19.12 22.51 20.03
H 20.83 21.19 18.80
H 21.37 22.07 20.31
H 20.82 22.91 16.84
H 22.50 22.33 16.68
H 21.91 25.26 17.20
H 22.11 24.56 15.59
H 23.97 26.45 16.34
H 24.86 25.29 15.39
H 25.41 25.77 16.97
C 25.82 23.31 31.62
O 26.27 21.96 31.75
C 26.25 21.51 33.07
C 27.32 20.39 33.15
N 26.92 19.25 32.28
H 26.07 18.85 32.62
H 26.73 19.69 31.37
C 27.94 18.15 32.18
C 27.88 17.33 30.98
O 28.01 18.16 29.80
C 27.52 17.47 28.65
H 25.63 23.36 30.58
H 26.59 24.07 31.88
H 24.90 23.47 32.16
H 25.27 21.08 33.32
H 26.39 22.32 33.75
H 27.38 20.05 34.19
H 28.31 20.69 32.84
H 27.75 17.51 33.07
H 28.91 18.59 32.31
H 26.90 16.76 30.99
H 28.75 16.66 30.97
H 27.54 18.26 27.90
H 26.53 17.11 28.76
H 28.23 16.69 28.28
C 23.28 26.06 20.83
O 23.83 24.90 20.20
C 24.56 24.10 21.10
C 26.07 24.34 21.01
N 26.56 23.95 19.62
H 26.14 23.09 19.35
H 26.26 24.71 18.97
C 28.02 23.77 19.31
C 28.69 25.16 19.19
O 27.70 26.07 18.85
C 28.14 27.32 18.30
H 23.97 26.43 21.59
H 22.32 25.89 21.28
H 23.16 26.78 19.99
H 24.28 23.07 20.83
H 24.23 24.26 22.18
H 26.56 23.67 21.72
H 26.37 25.35 21.23
H 27.99 23.18 18.38
H 28.51 23.05 20.02
H 29.46 24.94 18.42
H 29.14 25.51 20.12
H 28.72 27.15 17.35
H 28.73 27.90 19.04
H 27.35 27.99 18.00
C 29.53 12.37 19.70
O 29.77 12.89 21.01
C 29.00 14.02 21.32
C 29.69 14.88 22.34
N 29.45 14.36 23.75
H 29.84 15.01 24.45
H 28.41 14.42 23.88
C 29.84 12.99 24.04
C 29.59 12.71 25.46
O 28.13 12.82 25.74
C 27.76 12.45 27.05
H 28.52 11.97 19.70
H 30.23 11.55 19.58
H 29.71 13.17 18.98
H 27.96 13.86 21.53
H 29.02 14.70 20.48
H 29.23 15.86 22.37
H 30.74 15.11 22.07
H 30.89 12.80 23.75
H 29.24 12.27 23.40
H 30.18 13.48 26.09
H 29.97 11.77 25.86
H 27.68 11.41 27.25
H 26.74 12.80 27.16
H 28.41 12.84 27.81
C 21.83 17.60 15.02
O 22.17 17.17 16.36
C 21.11 16.90 17.29
C 21.26 17.99 18.33
N 22.70 18.06 18.96
H 23.34 17.67 18.17
H 22.99 19.06 19.05
C 22.87 17.41 20.25
C 24.24 17.60 20.84
O 25.24 17.16 19.97
C 26.58 17.24 20.55
H 22.78 17.83 14.60
H 21.18 18.50 15.15
H 21.33 16.79 14.49
H 21.30 15.88 17.62
H 20.13 17.03 16.81
H 20.60 17.82 19.17
H 21.02 18.94 17.92
H 22.52 16.36 20.20
H 22.07 17.81 20.90
H 24.37 17.13 21.80
H 24.32 18.69 21.00
H 26.67 16.75 21.53
H 26.84 18.30 20.53
H 27.25 16.72 19.89
C 22.73 13.50 13.18
C 22.40 13.24 14.63
C 21.41 12.08 14.85
C 21.39 11.69 16.35
N 19.92 11.21 16.68
C 19.83 10.70 18.20
C 18.32 10.68 18.47
C 17.67 11.56 17.38
C 18.84 12.33 16.70
C 19.51 10.05 15.74
H 23.17 14.44 12.96
H 21.82 13.46 12.56
H 23.34 12.73 12.70
H 21.94 14.19 14.97
H 23.30 13.09 15.15
H 21.71 11.18 14.29
H 20.45 12.35 14.52
H 21.43 12.53 17.07
H 22.02 10.94 16.65
H 20.31 9.72 18.18
H 20.45 11.39 18.75
H 17.88 9.66 18.47
H 18.17 11.03 19.48
H 17.08 11.03 16.65
H 17.03 12.28 17.95
H 18.58 12.57 15.63
H 19.17 13.16 17.31
H 18.64 9.57 16.12
H 20.39 9.39 15.62
H 19.16 10.57 14.83
C 24.63 12.31 17.80
C 24.56 13.00 19.13
C 24.77 12.04 20.30
C 24.55 12.72 21.57
N 24.63 11.74 22.77
C 23.76 10.53 22.61
C 23.77 9.99 24.03
C 23.29 11.22 24.81
C 23.92 12.37 24.06
C 26.11 11.45 23.11
H 24.37 13.04 17.01
H 23.75 11.62 17.70
H 25.54 11.74 17.64
H 23.56 13.40 19.22
H 25.27 13.86 19.14
H 25.80 11.70 20.21
H 24.06 11.22 20.35
H 23.52 13.11 21.52
H 25.23 13.47 21.87
H 24.23 9.86 21.83
H 22.82 10.93 22.36
H 24.67 9.48 24.31
H 22.99 9.23 24.14
H 23.61 11.13 25.82
H 22.19 11.32 24.85
H 24.69 12.93 24.52
H 23.22 13.02 23.61
H 26.54 10.70 22.41
H 26.19 11.18 24.16
H 26.58 12.42 22.96
C 16.77 13.47 12.99
C 16.35 14.01 11.66
C 14.81 14.21 11.55
C 14.47 14.65 10.06
N 13.09 15.37 9.81
C 12.62 15.48 8.34
C 11.62 16.65 8.39
C 11.90 17.42 9.77
C 13.05 16.74 10.36
C 12.04 14.62 10.52
H 17.84 13.45 12.95
H 16.38 12.49 13.11
H 16.41 14.21 13.75
H 16.63 13.26 10.87
H 16.76 14.95 11.45
H 14.54 15.01 12.26
H 14.40 13.23 11.82
H 14.45 13.77 9.41
H 15.26 15.34 9.73
H 12.17 14.54 8.02
H 13.52 15.66 7.73
H 10.62 16.26 8.35
H 11.69 17.30 7.52
H 11.00 17.36 10.32
H 12.09 18.43 9.55
H 13.02 16.73 11.47
H 14.02 17.18 10.12
H 11.08 14.92 10.28
H 12.25 14.68 11.59
H 12.18 13.64 10.20
C 19.02 18.27 21.13
C 18.13 18.67 19.97
C 17.38 17.55 19.22
C 16.52 18.10 18.06
N 15.55 17.10 17.47
C 14.46 16.60 18.48
C 13.25 16.43 17.69
C 13.23 17.66 16.81
C 14.70 17.74 16.32
C 16.21 15.80 17.10
H 19.28 17.22 21.06
H 18.45 18.50 22.10
H 20.06 18.78 21.11
H 18.69 19.26 19.20
H 17.42 19.40 20.31
H 16.75 16.95 19.86
H 18.16 16.87 18.82
H 17.11 18.53 17.22
H 15.87 18.87 18.45
H 14.89 15.74 18.97
H 14.31 17.38 19.23
H 13.24 15.55 17.08
H 12.35 16.51 18.34
H 12.36 17.77 16.06
H 13.13 18.53 17.44
H 14.83 17.12 15.41
H 15.09 18.80 16.20
H 15.54 14.99 16.96
H 16.85 15.48 17.85
H 16.82 15.97 16.21
Cl 26.65 15.35 23.64
Cl 13.60 13.69 15.04
O 25.12 19.58 17.99
C 24.91 20.72 18.76
O 23.76 20.80 19.28
O 25.86 21.46 18.98
H 26.03 19.56 17.61
O 18.43 19.82 15.59
C 19.23 20.94 16.03
O 19.00 22.02 15.46
O 20.09 20.69 16.92
H 18.27 19.90 14.69
O 20.46 14.94 20.79
C 20.02 14.40 19.43
O 18.92 14.76 18.98
O 20.95 13.70 18.96
H 19.67 15.35 21.25
*
```

Mulliken atomic charge list, values in e, 8 entries: number 1, C, carries -0.731; number 2, O, carries -0.027; number 3, C, carries -0.734; number 4, C, carries -0.563; number 5, N, carries 0.446; number 6, H, carries 0.423; number 7, H, carries -0.357; number 8, C, carries -0.887


(2)
ORCA calculation (the ωB97M-V functional and the def2-TZVPD basis) on an isolated molecule of C4H5NO2.

Values from the calculation:
Total energy: -360.580075 Ha
SMILES: O=CN1CCC1=O
Kohn-Sham gap: 0.3780 Ha

ORCA input file:
```
! wB97M-V def2-TZVPD RIJCOSX def2/J DEFGRID3
* xyz 0 1
C 1.05 -1.19 1.21
C 0.53 0.33 -0.92
C -0.96 0.90 -0.79
C -1.03 0.06 0.55
H 2.29 -1.16 1.05
H 1.37 1.08 -0.85
H 0.53 -0.43 -1.75
H -1.08 2.06 -0.55
H -1.50 0.63 -1.70
N 0.24 -0.49 0.22
O 0.33 -1.91 2.03
O -1.77 0.12 1.50
*
```

natural (NBO) atomic charge list, values in e, 8 entries: number 1, C, carries 0.512; number 2, C, carries -0.227; number 3, C, carries -0.511; number 4, C, carries 0.715; number 5, H, carries 0.164; number 6, H, carries 0.216; number 7, H, carries 0.204; number 8, H, carries 0.236


(3)
ORCA calculation (the ωB97M-V functional and the def2-TZVPD basis) on a structure of composition C19H40Br3Cl12O4P.

Values from the calculation:
Total energy: -14634.673717 Ha
Kohn-Sham gap: 0.3587 Ha

ORCA input file:
```
! wB97M-V def2-TZVPD RIJCOSX def2/J DEFGRID3
* xyz 0 1
C 3.38 -6.52 -2.30
C 3.47 -5.08 -2.79
O 2.77 -4.90 -4.04
P 1.15 -4.73 -3.97
O 0.48 -5.81 -3.18
O 1.00 -3.31 -3.19
C -0.28 -2.88 -2.97
C -0.22 -1.45 -2.87
O 0.57 -4.38 -5.47
C -0.16 -5.38 -6.25
C -1.61 -5.00 -6.22
H 4.18 -6.77 -1.60
H 2.46 -6.71 -1.74
H 3.51 -7.20 -3.15
H 3.23 -4.46 -1.93
H 4.51 -4.82 -3.02
H -0.92 -3.13 -3.82
H -0.63 -3.43 -2.10
H 0.34 -1.20 -1.97
H 0.22 -1.01 -3.76
H -1.22 -1.09 -2.65
H 0.18 -5.25 -7.27
H -0.05 -6.40 -5.87
H -1.99 -5.16 -5.21
H -1.89 -3.95 -6.38
H -2.19 -5.61 -6.91
Cl -0.82 5.80 2.45
C -2.02 5.94 3.80
C -1.37 5.55 5.14
Cl -0.16 4.26 5.06
H -2.89 5.35 3.51
H -2.35 6.98 3.84
H -2.08 5.48 5.97
H -0.82 6.47 5.32
Cl -1.44 -0.31 5.21
C -0.10 0.73 5.68
C -0.41 1.69 6.76
Cl -0.86 0.76 8.21
H 0.18 1.29 4.78
H 0.73 0.07 5.93
H -1.30 2.29 6.56
H 0.39 2.38 7.01
Cl -4.00 4.32 -1.14
C -3.34 3.27 -2.43
C -4.47 2.52 -3.24
Cl -5.30 1.34 -2.25
H -2.66 2.57 -1.94
H -2.84 3.90 -3.16
H -4.06 2.04 -4.12
H -5.27 3.24 -3.45
Cl -0.40 1.75 -1.05
C 0.86 1.56 0.25
C 0.41 2.32 1.47
Cl 1.51 1.98 2.78
H 1.70 2.03 -0.27
H 1.09 0.50 0.37
H -0.57 1.97 1.81
H 0.40 3.40 1.35
Cl 2.97 4.65 0.78
C 4.04 4.17 2.11
C 5.35 3.64 1.57
Cl 5.27 1.90 1.23
H 3.43 3.53 2.76
H 4.16 5.13 2.60
H 6.18 3.79 2.26
H 5.64 4.15 0.65
Cl -3.78 2.68 2.17
C -3.58 1.27 1.12
C -2.94 0.10 1.87
Cl -2.94 -1.44 1.04
H -2.99 1.68 0.30
H -4.55 0.92 0.74
H -3.44 -0.15 2.80
H -1.92 0.43 2.08
C 2.30 -2.88 0.95
Br 1.46 -4.55 0.41
Br 1.11 -1.75 2.13
Br 2.97 -1.94 -0.72
H 3.18 -3.10 1.56
*
```

Mulliken atomic charge list, values in e, 8 entries: number 1, C, carries -1.223; number 2, C, carries 0.586; number 3, O, carries -0.437; number 4, P, carries 0.902; number 5, O, carries -0.691; number 6, O, carries -0.052; number 7, C, carries 0.081; number 8, C, carries -0.946


(4)
ORCA calculation (the ωB97M-V functional and the def2-TZVPD basis) on an isolated molecule of C4H11NS.

Values from the calculation:
Total energy: -611.908213 Ha
SMILES: NCCCCS
Kohn-Sham gap: 0.3662 Ha

ORCA input file:
```
! wB97M-V def2-TZVPD RIJCOSX def2/J DEFGRID3
* xyz 0 1
C -0.62 0.45 -0.51
C 0.65 -0.45 -0.70
C 1.79 0.03 0.16
S 3.04 1.37 -0.45
C -1.37 0.09 0.78
N -2.36 -0.96 0.63
H -0.20 1.46 -0.44
H -1.29 0.48 -1.37
H 0.52 -1.50 -0.45
H 0.99 -0.45 -1.74
H 1.44 0.67 0.98
H 2.40 -0.73 0.64
H 2.59 1.54 -1.71
H -0.82 0.00 1.71
H -1.94 1.05 0.82
H -2.77 -1.27 1.50
H -2.04 -1.78 0.13
*
```

natural (NBO) atomic charge list, values in e, 8 entries: number 1, C, carries -0.400; number 2, C, carries -0.435; number 3, C, carries -0.458; number 4, S, carries -0.110; number 5, C, carries -0.228; number 6, N, carries -0.852; number 7, H, carries 0.211; number 8, H, carries 0.223


(5)
ORCA calculation (the ωB97M-V functional and the def2-TZVPD basis) on a cluster of 2 separate species, C15H17NO2S2 in total.

Values from the calculation:
Total energy: -1583.261860 Ha
Kohn-Sham gap: 0.1139 Ha

ORCA input file:
```
! wB97M-V def2-TZVPD RIJCOSX def2/J DEFGRID3
* xyz 0 1
C 2.71 1.47 -3.59
C 2.80 1.67 -2.10
O 1.55 1.30 -1.50
C 1.63 1.43 -0.14
C 0.35 1.33 0.52
C 0.18 1.53 1.89
C 1.31 1.65 2.77
C 1.14 1.85 4.13
C -0.14 1.93 4.68
C -0.30 2.11 6.10
N -0.42 2.25 7.26
C -1.27 1.83 3.84
C -1.12 1.62 2.49
O 2.73 1.64 0.38
H 3.58 1.93 -4.07
H 2.73 0.40 -3.84
H 1.81 1.91 -4.03
H 3.61 1.06 -1.69
H 3.00 2.73 -1.87
H -0.51 1.17 -0.12
H 2.31 1.60 2.34
H 2.01 1.93 4.78
H -2.26 1.91 4.28
H -1.99 1.54 1.83
C -2.53 -3.95 -2.34
C -1.61 -3.05 -3.14
S -0.04 -2.64 -2.31
C -0.53 -2.08 -0.80
S -1.77 -2.75 0.11
C -3.04 -3.19 -1.12
H -3.39 -4.21 -2.96
H -2.03 -4.88 -2.05
H -1.28 -3.53 -4.08
H -2.10 -2.10 -3.37
H 0.14 -1.37 -0.31
H -3.50 -2.25 -1.43
H -3.77 -3.78 -0.55
*
```

natural (NBO) atomic charge list, values in e, 8 entries: number 1, C, carries -0.623; number 2, C, carries -0.073; number 3, O, carries -0.531; number 4, C, carries 0.713; number 5, C, carries -0.429; number 6, C, carries -0.044; number 7, C, carries -0.178; number 8, C, carries -0.172


(6)
ORCA calculation (the ωB97M-V functional and the def2-TZVPD basis) on a cluster of 2 separate species, CH3INOP in total.

Values from the calculation:
Total energy: -808.928513 Ha
SMILES: O=C=NP.I
Kohn-Sham gap: 0.3762 Ha

ORCA input file:
```
! wB97M-V def2-TZVPD RIJCOSX def2/J DEFGRID3
* xyz 0 1
C 1.41 0.41 -0.69
N 2.06 0.09 0.25
O 0.88 0.81 -1.64
P 2.07 -0.98 1.58
I -4.59 -0.45 -1.53
H -5.25 0.68 -2.44
H 0.79 -0.57 2.12
H 2.64 0.01 2.35
*
```

From a natural (NBO) analysis of the wavefunction, the atomic charges in e read: number 1, C, carries 0.869; number 2, N, carries -0.844; number 3, O, carries -0.506; number 4, P, carries 0.566; number 5, I, carries -0.101; number 6, H, carries 0.101; number 7, H, carries -0.045; number 8, H, carries -0.040